# 1
{
  "formula": "C18H28N4O2S",
  "method": "ωB97M-V/def2-TZVPD",
  "homo_ev": -8.72,
  "e_lumo_ev": 0.524,
  "gap_ev": 9.239,
  "symbols": ["C", "C", "C", "N", "C", "S", "C", "C", "O", "N", "C", "C", "C", "C", "C", "O", "N", "N", "C", "C", "C", "C", "C", "C", "C", "H", "H", "H", "H", "H", "H", "H", "H", "H", "H", "H", "H", "H", "H", "H", "H", "H", "H", "H", "H", "H", "H", "H", "H", "H", "H", "H", "H"],
  "xyz": [[2.0883, 2.7336, 3.3849], [0.9277, 2.4654, 2.8188], [0.1519, 1.2017, 3.0538], [-0.1804, 0.5567, 1.8078], [-1.3722, 0.6084, 1.1456], [-2.7546, 1.4693, 1.7516], [-4.0796, 0.7830, 0.7081], [-4.2520, 1.4909, -0.6397], [-5.2479, 2.1367, -0.8888], [-3.2183, 1.3095, -1.4695], [-3.2337, 1.7466, -2.8431], [-2.6658, 0.6651, -3.7782], [-1.1732, 0.3745, -3.5135], [-1.1043, -1.1484, -3.3847], [-2.5356, -1.5019, -2.9830], [-3.3649, -0.5604, -3.6368], [-1.2966, -0.0680, 0.0285], [-0.0499, -0.5673, -0.0651], [0.6225, -0.1930, 0.9840], [2.0354, -0.5410, 1.2820], [2.8347, -0.6779, -0.0159], [4.2804, -1.0561, 0.2868], [4.3401, -2.3587, 1.0785], [3.5405, -2.2321, 2.3712], [2.0932, -1.8592, 2.0681], [2.6113, 3.6551, 3.1986], [2.5576, 2.0486, 4.0730], [0.4645, 3.1615, 2.1330], [-0.7936, 1.4378, 3.5552], [0.7229, 0.5075, 3.6764], [-4.9916, 0.9118, 1.2905], [-3.8617, -0.2752, 0.5679], [-2.4458, 0.7160, -1.1633], [-2.6422, 2.6634, -2.9634], [-4.2729, 1.9633, -3.1034], [-2.8294, 1.0050, -4.8096], [-0.5477, 0.7490, -4.3213], [-0.8487, 0.8424, -2.5851], [-0.3868, -1.4627, -2.6315], [-0.8575, -1.6060, -4.3429], [-2.8495, -2.4940, -3.3126], [-2.6523, -1.4343, -1.8933], [2.4725, 0.2588, 1.8901], [2.3658, -1.4433, -0.6349], [2.7984, 0.2636, -0.5670], [4.8343, -1.1625, -0.6474], [4.7517, -0.2576, 0.8655], [5.3778, -2.6090, 1.3072], [3.9241, -3.1677, 0.4747], [3.5681, -3.1743, 2.9220], [3.9904, -1.4617, 3.0026], [1.6278, -2.6436, 1.4681], [1.5271, -1.7691, 2.9990]],
  "forces_ev_per_a": [[0.048, 0.072, 0.047], [-0.114, -0.125, 0.000], [0.164, 0.257, 0.343], [-0.427, -0.308, -0.613], [-0.073, -0.123, -0.031], [-0.233, 0.196, 0.136], [0.101, 0.069, 0.061], [0.268, -0.206, 0.342], [-0.409, 0.189, -0.002], [0.345, -0.163, -0.361], [-0.206, -0.081, -0.347], [0.002, 0.555, 0.004], [-0.144, -0.134, -0.042], [-0.202, -0.032, -0.010], [0.204, -0.287, 0.141], [-0.163, 0.093, -0.065], [-0.692, 0.353, 0.383], [1.002, -0.448, -0.143], [0.035, 0.164, 0.024], [-0.085, -0.276, -0.129], [0.204, 0.235, 0.157], [-0.136, -0.232, -0.144], [0.167, 0.236, 0.187], [-0.113, -0.255, -0.147], [0.242, 0.199, 0.236], [0.061, 0.201, -0.066], [0.062, -0.203, 0.116], [-0.018, 0.152, -0.093], [0.144, -0.159, 0.030], [-0.123, 0.070, 0.005], [0.069, -0.015, -0.099], [-0.075, -0.031, 0.012], [-0.237, 0.085, 0.090], [-0.088, -0.024, -0.089], [0.151, 0.042, -0.026], [0.064, 0.000, 0.148], [0.036, 0.060, 0.034], [0.077, 0.070, 0.037], [0.082, -0.051, 0.003], [0.012, -0.036, -0.008], [0.042, 0.024, 0.064], [-0.011, -0.028, -0.086], [0.014, -0.028, -0.018], [-0.039, 0.001, -0.069], [-0.068, -0.022, -0.066], [0.055, 0.073, 0.004], [0.079, 0.056, 0.000], [0.003, -0.084, -0.044], [0.015, -0.090, -0.043], [0.037, 0.036, 0.080], [0.042, 0.015, 0.083], [-0.090, -0.017, -0.016], [-0.084, -0.044, -0.010]]
}


# 2
{
  "formula": "C18H28O14Rb2",
  "method": "ωB97M-V/def2-TZVPD",
  "homo_ev": -6.24,
  "e_lumo_ev": -1.467,
  "gap_ev": 4.776,
  "symbols": ["Rb", "Rb", "O", "C", "C", "O", "H", "H", "H", "H", "C", "C", "C", "O", "C", "O", "O", "H", "H", "H", "H", "H", "H", "C", "C", "C", "O", "C", "O", "O", "H", "H", "H", "H", "H", "H", "C", "C", "C", "O", "C", "O", "O", "H", "H", "H", "H", "H", "H", "C", "C", "C", "O", "C", "O", "O", "H", "H", "H", "H", "H", "H"],
  "xyz": [[2.6504, 0.1007, 3.5030], [-0.9649, -4.0384, 2.8110], [1.1713, -3.5685, 0.4158], [0.5393, -2.4244, 0.0450], [0.3988, -1.3600, 1.1081], [0.0420, -1.4940, 2.4749], [-0.4920, -2.7176, -0.3115], [0.9485, -1.9197, -0.8518], [-0.2534, -0.5279, 0.7180], [1.3362, -0.7644, 1.2573], [-2.0486, 1.2911, 5.1848], [-1.3204, 1.7514, 3.9479], [-1.9320, 1.2651, 2.6187], [-2.1709, 2.4964, 1.8966], [-1.8330, 3.5629, 2.6217], [-1.9148, 4.6983, 2.2958], [-1.3416, 3.1694, 3.8428], [-2.0303, 0.2041, 5.2336], [-3.0724, 1.6696, 5.1866], [-1.5875, 1.7370, 6.0681], [-0.2789, 1.4184, 3.9410], [-2.8667, 0.7266, 2.7656], [-1.2591, 0.6919, 1.9868], [-0.4560, 2.9241, -0.8688], [0.2384, 2.3469, -2.0779], [1.1048, 1.1157, -1.7621], [0.8916, 0.2546, -2.9070], [-0.2106, 0.6534, -3.5524], [-0.7388, 0.0678, -4.4400], [-0.6991, 1.8085, -3.0262], [-1.3527, 3.4573, -1.1874], [0.1715, 3.6705, -0.3798], [-0.7156, 2.1400, -0.1621], [0.8582, 3.0719, -2.6101], [0.6825, 0.5257, -0.9477], [2.1372, 1.4173, -1.6428], [-3.4836, -1.2335, -0.0685], [-3.2564, -0.1816, -1.1166], [-3.7353, -0.5951, -2.5520], [-4.6132, 0.4321, -2.9456], [-4.7004, 1.3750, -1.9780], [-5.3136, 2.3777, -2.0726], [-4.0874, 0.9548, -0.8417], [-3.2241, -0.8882, 0.9367], [-2.7685, -2.0400, -0.2624], [-4.5016, -1.6165, -0.0288], [-2.2058, 0.0906, -1.2257], [-4.1677, -1.5967, -2.5483], [-2.8741, -0.6274, -3.2158], [5.1641, -3.3083, -0.1796], [5.2194, -2.4622, -1.4235], [4.0076, -1.5631, -1.6871], [4.5463, -0.2191, -1.5454], [5.8962, -0.2812, -1.6490], [6.5862, 0.6368, -1.9171], [6.3142, -1.5234, -1.3333], [6.1665, -3.6319, 0.0887], [4.5501, -4.1811, -0.4244], [4.6239, -2.8657, 0.6619], [5.4019, -3.1460, -2.2539], [3.2461, -1.7091, -0.9303], [3.5782, -1.6184, -2.6835]],
  "forces_ev_per_a": [[-0.636, -0.524, -0.440], [0.698, 0.452, -0.705], [0.374, 0.166, 0.496], [-0.710, -1.902, 0.397], [0.042, 3.178, 2.096], [-0.390, -1.185, -0.177], [-0.259, 0.511, 0.097], [0.252, 0.323, -0.095], [-0.133, -0.419, -0.565], [0.841, -0.302, -1.184], [0.085, 0.505, 0.131], [0.072, -0.503, -0.654], [0.069, 0.659, -0.311], [-0.383, -0.216, -0.010], [0.259, -0.279, 0.731], [-0.041, 0.167, -0.219], [-0.079, 0.173, -0.218], [-0.059, -0.019, 0.124], [-0.073, -0.220, -0.216], [0.136, -0.263, 0.038], [0.081, 0.079, 0.339], [-0.097, 0.121, -0.102], [0.053, -0.357, 0.364], [-0.058, 0.367, -0.380], [0.479, -0.647, 0.047], [-1.061, -0.038, -0.383], [0.719, 0.436, -0.056], [-0.399, 0.343, 0.252], [-0.022, -0.222, -0.240], [0.021, -0.114, 0.070], [-0.076, -0.114, 0.114], [0.106, -0.132, 0.077], [-0.170, 0.026, 0.030], [-0.203, 0.208, 0.018], [0.422, 0.326, 0.456], [0.291, -0.530, -0.010], [0.813, -0.310, 0.477], [-0.971, -0.377, -0.935], [1.235, -0.408, 0.797], [-0.112, 0.201, -0.067], [-0.207, -0.862, 0.360], [-0.239, 0.632, -0.127], [0.603, 0.279, -0.285], [-0.023, 0.241, -0.135], [-0.224, -0.150, -0.065], [-0.070, 0.067, -0.295], [-0.012, 0.332, 0.563], [-0.578, 0.244, -0.076], [-0.080, 0.117, -0.235], [-0.747, -0.427, 0.004], [0.090, -0.049, 0.124], [0.130, 0.584, 0.392], [-0.168, -0.302, -0.330], [-0.828, -0.657, 0.540], [0.641, 0.657, -0.007], [0.172, -0.109, -0.573], [0.005, -0.018, 0.122], [0.167, -0.067, 0.089], [0.332, 0.319, -0.060], [0.194, 0.311, -0.193], [-0.282, -0.028, 0.021], [0.012, -0.274, -0.020]]
}


# 3
{
  "formula": "C18H29AlClF16N2O2S",
  "method": "ωB97M-V/def2-TZVPD",
  "homo_ev": -4.50,
  "e_lumo_ev": 1.745,
  "gap_ev": 6.243,
  "total_charge": -1,
  "symbols": ["C", "C", "S", "C", "Al", "Cl", "C", "C", "N", "C", "C", "C", "N", "H", "H", "H", "H", "H", "H", "H", "H", "H", "H", "H", "H", "H", "H", "H", "H", "H", "H", "H", "H", "H", "C", "C", "C", "F", "F", "F", "F", "O", "C", "C", "F", "F", "F", "F", "H", "H", "H", "H", "C", "C", "C", "F", "F", "F", "F", "O", "C", "C", "F", "F", "F", "F", "H", "H", "H", "H"],
  "xyz": [[-1.6077, 2.1180, -0.0123], [-2.9357, 2.1343, -0.7670], [-3.1728, 0.7912, -1.9642], [-2.8510, 1.6144, -3.5637], [-1.0697, 2.5010, -3.9234], [-1.1650, 4.4932, -2.9108], [0.4673, 1.4007, -3.2622], [0.3884, -0.0347, -3.8226], [-0.2474, -0.9887, -2.8933], [-0.8504, 2.8025, -5.8911], [0.5272, 3.2257, -6.4260], [1.0055, 4.6230, -5.9909], [1.7867, 4.7164, -4.7574], [-0.8545, 2.6945, -0.5510], [-1.2327, 1.0992, 0.1110], [-1.7204, 2.5538, 0.9850], [-3.7796, 2.0714, -0.0761], [-3.0392, 3.0669, -1.3222], [-3.6535, 2.3516, -3.7015], [-3.0624, 0.8195, -4.2923], [1.4230, 1.8432, -3.5717], [0.5110, 1.3491, -2.1656], [-0.1882, -0.0652, -4.7575], [1.3871, -0.4029, -4.0859], [-0.3939, -0.5156, -2.0073], [-1.1858, -1.2109, -3.1979], [-1.0939, 1.8268, -6.3441], [-1.6059, 3.4978, -6.2847], [0.5412, 3.2069, -7.5261], [1.2844, 2.4947, -6.1101], [1.6275, 5.0424, -6.7886], [0.1426, 5.2888, -5.8860], [1.3797, 4.1585, -4.0172], [2.7273, 4.3805, -4.9198], [1.5228, -3.8280, 2.1070], [0.9712, -5.2574, 2.0940], [1.9432, -6.3878, 1.7316], [2.3488, -6.2755, 0.4529], [1.3081, -7.5764, 1.8665], [-0.1327, -5.3482, 1.3375], [0.6175, -5.5198, 3.3991], [1.2764, -3.0683, 0.9503], [2.1916, -2.9860, -0.0598], [1.5265, -3.2752, -1.4107], [1.0467, -4.5435, -1.3951], [2.4697, -3.1936, -2.3745], [3.2544, -3.7914, 0.1561], [2.6697, -1.7186, -0.1011], [0.9749, -3.3275, 2.9036], [2.5794, -3.8384, 2.3767], [2.8116, -6.3765, 2.3952], [0.7277, -2.5574, -1.6025], [-0.0583, -0.6209, 7.0191], [-0.9462, 0.4657, 7.6378], [-2.4084, 0.5285, 7.1749], [-2.4738, 0.8407, 5.8684], [-3.0473, 1.4922, 7.8736], [-0.3749, 1.6752, 7.5210], [-1.0185, 0.1565, 8.9736], [0.7635, -0.1860, 5.9520], [0.4055, -0.3557, 4.6468], [0.5513, 0.9527, 3.8496], [-0.2574, 1.8912, 4.3787], [0.1813, 0.7267, 2.5781], [-0.8263, -0.8726, 4.5110], [1.2672, -1.2499, 4.0887], [0.6283, -0.9058, 7.8147], [-0.6582, -1.4894, 6.7507], [-2.9102, -0.4268, 7.3479], [1.5858, 1.2993, 3.8813]],
  "forces_ev_per_a": [[0.062, -0.018, -0.008], [-0.064, 0.029, 0.003], [-0.027, 0.041, -0.052], [-0.093, 0.066, 0.039], [-0.048, -0.061, 0.020], [0.045, -0.014, 0.071], [-0.022, -0.043, 0.002], [0.014, 0.052, -0.088], [0.029, -0.088, 0.222], [0.056, -0.047, -0.081], [0.077, -0.012, -0.028], [-0.051, -0.009, -0.019], [0.154, 0.082, -0.114], [0.003, -0.056, -0.015], [-0.068, 0.025, 0.033], [0.017, 0.045, -0.050], [0.075, -0.040, 0.015], [-0.043, 0.017, 0.056], [0.010, -0.086, -0.055], [0.111, 0.054, -0.003], [-0.057, 0.050, 0.016], [0.070, -0.020, -0.053], [0.094, 0.048, -0.016], [-0.019, -0.056, 0.082], [-0.071, 0.065, -0.039], [-0.033, 0.045, -0.043], [-0.035, 0.067, -0.012], [0.004, -0.034, 0.083], [-0.061, -0.027, 0.027], [0.011, 0.061, -0.029], [-0.010, 0.054, 0.055], [-0.036, -0.080, -0.032], [-0.108, 0.093, 0.065], [-0.036, -0.175, 0.040], [0.107, 0.219, 0.241], [0.024, -0.090, 0.054], [-0.031, 0.067, -0.044], [-0.023, -0.045, 0.004], [-0.008, -0.014, 0.022], [-0.053, 0.014, -0.001], [0.003, -0.020, -0.054], [-0.284, -0.307, -0.198], [0.115, 0.209, -0.018], [0.051, 0.067, 0.265], [-0.003, -0.020, -0.009], [0.004, -0.006, -0.040], [0.069, -0.034, -0.014], [0.049, -0.048, 0.027], [0.034, 0.015, -0.045], [0.000, -0.036, -0.002], [0.018, 0.004, -0.012], [-0.035, -0.009, -0.267], [0.120, -0.191, -0.050], [-0.082, -0.019, 0.073], [0.081, -0.020, 0.004], [0.033, 0.038, -0.082], [-0.006, 0.019, 0.032], [0.025, 0.036, -0.004], [-0.007, 0.022, -0.022], [-0.175, 0.442, 0.031], [0.088, -0.184, -0.057], [0.065, -0.066, 0.075], [-0.068, 0.021, 0.066], [0.002, -0.033, -0.001], [-0.055, 0.022, 0.021], [-0.005, -0.050, -0.006], [0.013, -0.031, -0.050], [-0.022, 0.003, -0.024], [-0.004, -0.012, -0.001], [0.009, 0.010, -0.006]]
}


# 4
{
  "formula": "C18H29BiN2O4P2S2",
  "method": "ωB97M-V/def2-TZVPD",
  "homo_ev": [-4.92, -4.97],
  "e_lumo_ev": [-0.557, -0.573],
  "gap_ev": [4.366, 4.397],
  "symbols": ["C", "C", "N", "C", "C", "C", "C", "P", "Bi", "P", "C", "O", "O", "H", "H", "H", "C", "C", "H", "H", "H", "H", "C", "C", "H", "H", "H", "H", "H", "H", "H", "H", "H", "H", "H", "H", "H", "H", "H", "H", "H", "H", "O", "S", "O", "N", "C", "S", "C", "C", "C", "C", "C", "C", "H", "H", "H", "H"],
  "xyz": [[-0.6979, 1.0330, -4.8830], [-0.7189, 0.4949, -3.5871], [0.1031, 0.9958, -2.6176], [0.9538, 2.0257, -2.8966], [1.0272, 2.5684, -4.1856], [0.1891, 2.0699, -5.1907], [-1.5975, -0.6740, -3.2212], [-1.8877, -0.7406, -1.3825], [0.1251, 0.0837, -0.6589], [2.0511, 1.2734, -0.4297], [1.7555, 2.5795, -1.7405], [-0.4316, -3.6089, -3.6171], [0.7359, -3.6461, -1.1528], [-1.3662, 0.6199, -5.6439], [1.7242, 3.3869, -4.3878], [0.2255, 2.4878, -6.2018], [-3.3887, 0.2890, -1.0953], [-2.4573, -2.4504, -1.0406], [2.6762, 3.0789, -2.0895], [1.1321, 3.3376, -1.2262], [-1.0667, -1.6336, -3.4390], [-2.5278, -0.6736, -3.8169], [2.4177, 2.2338, 1.0933], [3.6731, 0.5223, -0.8777], [0.8374, -2.6468, -1.1631], [0.4495, -3.8203, -0.2376], [-0.0751, -3.7748, -2.7027], [0.3830, -3.4847, -4.1360], [-0.6578, 1.3785, 0.0634], [0.9807, -1.2198, -1.3436], [-4.2640, -0.0960, -1.6480], [-3.6071, 0.2972, -0.0143], [-3.1649, 1.3216, -1.4082], [-3.3237, -2.7314, -1.6627], [-1.6118, -3.1277, -1.2309], [-2.7242, -2.5060, 0.0283], [4.4891, 1.2662, -0.9041], [3.9091, -0.2591, -0.1358], [3.5663, 0.0379, -1.8620], [3.2899, 2.9001, 0.9742], [1.5197, 2.8149, 1.3570], [2.6088, 1.5124, 1.9056], [2.2489, 2.0407, 4.5455], [1.8297, 0.6243, 4.9649], [3.0647, -0.1806, 5.3953], [1.7173, -0.0432, 3.3446], [0.5479, -0.4764, 3.0406], [0.2420, -1.3705, 1.5132], [-0.4066, -0.4325, 4.1576], [-1.7155, -0.9221, 4.1923], [-2.4412, -0.8225, 5.3919], [-1.8547, -0.2404, 6.5319], [-0.5395, 0.2446, 6.4803], [0.1596, 0.1350, 5.2813], [-2.1622, -1.3828, 3.3203], [-3.4533, -1.2020, 5.4431], [-2.4163, -0.1732, 7.4545], [-0.0753, 0.6840, 7.3534]],
  "forces_ev_per_a": [[-0.458, -1.144, 1.693], [-0.786, 0.416, -2.769], [-0.323, -0.007, 0.290], [1.281, 1.701, -1.932], [0.201, -0.489, 1.732], [0.162, 0.611, -1.155], [0.351, -0.515, 0.129], [-7.565, -2.470, -3.558], [-0.062, -1.325, 2.788], [7.794, 5.092, 0.206], [-0.524, 0.016, 0.172], [0.852, -0.080, 0.411], [-0.250, 0.672, 0.710], [0.205, 0.111, 0.332], [-0.235, -0.306, 0.151], [-0.017, -0.186, 0.458], [0.154, 0.161, 0.237], [0.256, 0.013, 0.217], [-0.302, -0.334, 0.275], [0.286, -0.178, -0.024], [-0.387, 0.484, 0.140], [0.286, -0.014, 0.426], [-0.350, -0.275, 0.085], [-0.217, -0.399, -0.050], [0.291, -0.991, -0.122], [0.254, -0.096, -0.385], [-0.305, 0.000, -0.757], [-0.502, -0.122, 0.150], [-1.509, 2.640, 1.247], [1.563, -2.249, -1.525], [0.421, 0.100, 0.168], [0.036, 0.027, -0.405], [-0.135, -0.366, 0.084], [0.396, 0.199, 0.172], [-0.435, 0.123, 0.049], [0.096, -0.020, -0.413], [-0.467, -0.217, 0.028], [-0.062, 0.305, -0.271], [0.126, 0.190, 0.323], [-0.415, -0.295, -0.162], [0.366, -0.135, 0.000], [-0.078, 0.316, -0.225], [-2.468, -2.799, 2.657], [7.122, 0.138, -5.892], [-4.384, 1.925, 0.902], [-0.295, 0.425, 0.273], [0.621, -1.160, -0.910], [0.060, -0.107, 2.463], [-0.934, -0.304, -0.531], [-0.040, 0.310, 0.925], [0.859, 0.305, -0.074], [0.333, -0.053, -0.583], [-0.387, -0.210, -0.182], [-0.687, 0.497, 2.109], [0.187, 0.059, -0.049], [0.019, 0.012, 0.001], [0.033, 0.008, -0.029], [-0.032, -0.008, 0.000]]
}


| no. | F_max (eV/A) |
| --- | --- |
| 1 | 1.107 |
| 2 | 3.807 |
| 3 | 0.476 |
| 4 | 9.313 |